Record 1
C29H31Br4GeN2O2PdSSi2 | ωB97M-V/def2-TZVPD

The LUMO energy (spin up / spin down) is -2.31 / -6.03 eV. Its HOMO energy (spin up / spin down) is -0.37261 / -0.39006 Eh. The value obtained for the frontier orbital gap (spin up / spin down) is 7.828 / 4.580 eV. The spin multiplicity is 5. The value obtained for the energy above the lowest of the compared OMol25 structures with the same formula, charge and spin is 56.44 kJ/mol. As for the charge: +1. Its expectation value of S² is 6.035.

The geometry in XYZ format:
```
73
Properties=species:S:1:pos:R:3:forces:R:3:mulliken_spin:R:1
Pd 0.53253 0.38743 -0.22400 0.1 -0.2 0.4 0.418
C 3.51703 1.93853 0.82240 -0.8 0.0 -0.6 0.041
Si 1.95763 2.28323 -0.27020 0.3 1.1 -0.2 0.206
C 2.30453 2.64473 -2.12130 0.0 -0.4 0.7 0.073
C 0.81763 3.72233 0.31200 0.5 -0.7 -0.2 0.105
C 1.33753 4.96683 0.64420 0.1 0.1 0.1 -0.009
C 0.51023 6.07313 0.74280 0.0 0.1 0.0 0.005
C -0.84837 5.94463 0.50270 -0.1 0.1 0.0 0.002
C -1.38337 4.70043 0.21790 0.0 0.1 0.0 -0.010
C -0.56377 3.58363 0.12900 -0.2 -0.9 -0.3 0.000
Si -1.30177 1.86803 -0.31990 -0.1 0.4 0.2 0.165
C -1.94977 1.85713 -2.13150 0.3 -0.1 0.8 0.062
C -2.67597 1.44593 0.97320 0.7 0.0 -0.8 0.015
H 4.41213 1.95433 0.20760 0.1 0.0 -0.2 0.002
H 3.45813 0.95933 1.29800 -0.1 0.0 0.0 -0.001
H 3.63383 2.67903 1.60690 -0.1 0.2 0.1 0.003
H 2.78103 3.61563 -2.21590 0.1 0.3 0.1 0.010
H 1.38233 2.66383 -2.69880 -0.2 0.1 0.1 -0.005
H 2.95953 1.90163 -2.56480 0.0 -0.1 0.1 0.004
H 2.39983 5.08663 0.79690 0.2 0.1 0.0 0.005
H 0.92743 7.04173 0.97710 0.0 0.1 0.0 0.000
H -1.48717 6.81353 0.52220 -0.1 0.1 0.1 0.000
H -2.44187 4.59943 0.03230 -0.2 0.1 0.0 0.000
H -2.72897 1.11663 -2.28440 -0.1 -0.1 0.0 0.009
H -1.14137 1.63823 -2.82580 0.1 0.0 -0.1 -0.014
H -2.34817 2.83303 -2.38990 -0.1 0.3 0.0 0.007
H -3.35067 0.69733 0.57280 -0.2 -0.1 -0.1 -0.005
H -3.25537 2.33753 1.19130 -0.1 0.2 0.0 0.001
H -2.26747 1.06923 1.90850 0.2 0.0 0.1 0.000
Br 5.90603 -4.38397 1.23470 -0.1 0.1 -0.1 0.021
C 4.76533 -3.17017 0.36230 -0.7 -0.6 0.6 0.094
C 5.28883 -2.20237 -0.51690 0.2 0.8 -0.6 0.081
Br 7.14033 -2.15237 -0.85610 -0.2 0.0 0.1 0.019
C 4.45043 -1.28677 -1.12000 0.8 -0.1 -0.2 0.010
Br 5.13213 0.03503 -2.27530 -0.1 0.0 0.0 0.004
C 3.04653 -1.30247 -0.93670 -0.1 -0.4 0.1 0.189
O 2.26533 -0.49517 -1.50310 -0.2 0.3 0.2 0.298
C 2.50493 -2.34087 -0.04580 0.0 0.4 -0.1 0.174
O 1.26533 -2.40597 0.17710 -0.2 0.2 -0.4 0.344
C 3.40363 -3.21777 0.58850 0.7 -0.7 0.5 -0.005
Br 2.62473 -4.47827 1.75950 0.0 0.1 -0.1 0.002
Ge -0.43967 -1.64357 -1.13990 0.1 -1.5 -0.1 0.505
C -1.25377 -2.98717 0.16290 -0.1 0.7 -0.3 0.225
C -1.07487 -4.32787 -0.09040 -0.1 -0.4 -0.4 0.050
C -1.30947 -5.22847 0.93690 0.2 0.0 -0.2 0.000
C -1.70917 -4.77267 2.18040 0.0 -0.2 0.1 0.056
C -1.88687 -3.42057 2.41360 0.1 0.3 0.0 0.014
C -1.69157 -2.51737 1.38080 -0.4 0.4 0.3 0.089
C -2.31947 -1.72177 -2.09740 0.2 0.1 0.6 0.345
C -2.31247 -1.98897 -3.44730 0.4 -0.3 -0.4 -0.021
C -3.52107 -2.06387 -4.12410 0.2 0.1 -0.1 0.008
C -4.71127 -1.88867 -3.44040 -0.1 0.0 0.0 0.043
C -4.70357 -1.61937 -2.08250 0.0 0.1 0.1 -0.002
C -3.49677 -1.54167 -1.40420 -0.4 0.0 0.5 0.092
H 0.26983 -2.48077 -2.24300 0.0 0.4 0.1 -0.005
H -0.72057 -4.66127 -1.05660 -0.1 -0.1 -0.1 0.001
H -1.16597 -6.28227 0.75830 0.0 -0.1 0.0 0.001
H -1.88027 -5.48277 2.97430 -0.1 -0.1 0.1 0.004
H -2.16737 -3.06307 3.39390 -0.1 0.0 0.0 0.001
H -1.82987 -1.45297 1.54260 -0.1 -0.1 0.1 0.004
H -1.38137 -2.13857 -3.97530 0.0 -0.1 -0.1 0.011
H -3.51957 -2.27577 -5.18290 0.0 0.0 -0.1 0.004
H -5.65017 -1.97137 -3.96510 -0.1 0.0 -0.1 0.003
H -5.63047 -1.49127 -1.54340 -0.1 0.0 0.0 0.002
H -3.48457 -1.36357 -0.33870 -0.1 0.0 0.0 0.010
N 0.61343 0.18733 4.67700 0.0 0.1 0.1 0.019
C 0.62123 0.67063 3.43340 -0.2 0.5 -0.2 -0.027
N 0.42123 1.97483 3.23380 0.0 -0.1 0.2 0.006
S 0.86253 -0.42097 2.16820 -0.1 -0.3 -0.6 0.237
H 0.51823 0.78053 5.48450 0.0 0.0 0.0 -0.001
H 0.78513 -0.79567 4.80930 0.0 0.1 0.0 0.002
H 0.33053 2.61583 4.00810 0.0 0.0 -0.1 0.000
H 0.45753 2.35143 2.29380 0.0 0.0 0.1 0.004
```
Forces are in eV/Å.

Record 2
C29H31BrN7OS4Sr | ωB97M-V/def2-TZVPD

The LUMO energy is -2.43 eV. Its HOMO energy is -0.33901 Eh. The value obtained for the frontier orbital gap is 6.797 eV. The value obtained for the energy above the lowest of the compared OMol25 structures with the same formula, charge and spin is 152.35 kJ/mol. As for the charge: +1.

The geometry in XYZ format:
```
74
Properties=species:S:1:pos:R:3:forces:R:3:lowdin_charge:R:1
Sr -1.97418 0.81380 0.26405 0.7 -2.7 0.2 1.169
C -3.29128 -3.66844 0.26604 0.0 0.0 0.0 -0.001
C -3.04094 -2.50195 -0.62655 0.0 -0.1 0.0 -0.280
N -3.82761 -1.51679 -0.84443 0.0 0.2 0.1 0.065
N -5.06805 -1.59677 -0.17300 0.0 0.0 -0.1 -0.037
C -5.20834 -1.18200 1.11019 0.0 0.0 0.0 -0.881
N -6.47509 -1.15737 1.55936 0.0 0.0 0.0 0.105
S -3.91507 -0.75153 2.08255 -0.1 0.1 0.0 0.662
C -1.72750 -2.42829 -1.32854 0.0 0.1 0.1 -0.229
C -1.20878 -3.53800 -1.97625 0.0 -0.1 0.0 0.006
C 0.00438 -3.41814 -2.63078 0.1 0.0 -0.1 -0.049
C 0.65396 -2.19616 -2.60812 0.0 -0.1 -0.1 -0.054
C 0.06115 -1.14759 -1.93317 0.1 0.1 0.0 -0.114
N -1.10040 -1.25086 -1.29487 -0.3 0.2 -0.2 0.053
H -2.75487 -3.48351 1.20077 0.0 0.0 0.0 0.101
H -2.88840 -4.58133 -0.16648 0.0 0.0 0.0 0.082
H -4.34576 -3.79800 0.49017 0.0 0.0 0.0 0.084
H -5.83970 -1.43065 -0.80306 0.0 0.0 0.0 0.152
H -7.22284 -1.62088 1.06969 0.0 0.0 0.0 0.115
H -6.62171 -0.89826 2.51964 0.0 0.0 0.0 0.101
H -1.74644 -4.47520 -1.98157 0.0 0.0 0.0 0.117
H 0.43799 -4.26480 -3.14539 0.0 0.0 0.0 0.101
H 1.61137 -2.06059 -3.08969 0.0 0.0 0.0 0.080
H 0.55069 -0.18654 -1.87010 0.0 0.0 0.0 0.084
Br 3.58454 -4.15452 -2.61846 0.1 -0.1 -0.1 0.785
C 4.17694 -3.28067 -1.04628 -0.1 0.0 0.1 -0.674
C 3.51923 -3.51676 0.15196 0.0 0.0 0.0 -0.107
C 3.93804 -2.85835 1.29693 -0.1 -0.1 0.0 -0.014
C 5.00820 -1.97584 1.23129 0.0 0.1 -0.1 -0.272
C 5.69837 -1.80379 0.04041 0.1 0.1 0.1 -0.029
C 5.27135 -2.43875 -1.11123 0.0 0.0 -0.1 -0.118
N 5.51791 -1.29843 2.38928 -0.1 0.1 0.2 0.082
N 4.78193 -0.62490 3.12522 0.0 0.2 -0.1 0.086
C 3.39853 -0.39319 2.77186 0.1 0.0 -0.2 -0.251
C 2.42604 -0.86251 3.61475 0.0 0.0 -0.1 -0.035
C 1.07067 -0.82301 3.26388 0.0 0.0 0.0 -0.002
C 0.64441 -0.26798 2.06467 0.0 -0.1 -0.1 -0.390
O -0.58710 -0.29254 1.66092 0.0 0.2 0.4 -0.355
C 1.64787 0.36763 1.23884 0.1 0.0 0.0 -0.139
N 1.21819 1.00173 0.10853 0.0 0.0 0.1 0.085
C 2.11158 1.59380 -0.64807 0.1 0.0 0.0 -0.161
C 3.48910 1.63836 -0.35559 -0.1 -0.1 0.0 -0.037
C 3.93841 0.99877 0.76556 0.0 0.0 -0.1 0.001
C 3.02243 0.31511 1.59683 -0.1 -0.2 0.1 -0.099
H 2.68663 -4.20564 0.19159 0.0 0.0 0.0 0.105
H 3.42476 -3.02735 2.23431 0.0 0.0 -0.1 0.120
H 6.56818 -1.15921 0.02182 0.0 0.0 0.0 0.120
H 5.79220 -2.29048 -2.04683 0.0 0.0 0.0 0.105
H 2.72963 -1.34211 4.53791 0.0 0.0 0.0 0.121
H 0.32633 -1.26458 3.91326 0.0 0.0 0.0 0.115
H 1.74809 2.05811 -1.56198 0.0 0.0 0.0 0.098
H 4.16500 2.16670 -1.01374 0.0 0.0 0.0 0.108
H 4.98729 1.02392 1.02956 0.0 0.0 0.0 0.118
C -0.10747 4.59991 -1.72910 0.0 0.0 0.0 -0.501
C -1.27908 4.03939 -2.55031 0.1 0.0 0.0 -0.472
S -1.84421 2.32857 -2.22252 -0.2 0.4 -0.1 0.842
C -3.39373 2.63485 -1.28645 -0.2 0.4 -0.1 -0.550
C -3.34259 3.60538 -0.08006 -0.1 0.2 -0.2 -0.507
S -2.54885 3.24023 1.53604 -0.1 0.4 0.0 0.857
C -0.77553 3.15026 1.06416 -0.1 0.4 -0.3 -0.603
C -0.02689 4.46836 1.08985 0.0 0.0 0.0 -0.500
S -0.51107 5.58798 -0.25336 0.0 0.0 0.0 0.904
H 0.44420 5.27679 -2.38222 0.0 0.0 0.0 0.077
H 0.59099 3.81461 -1.44225 0.0 0.0 0.0 0.048
H -0.98707 4.00806 -3.60012 0.0 0.0 0.0 0.077
H -2.15206 4.68922 -2.49149 0.0 0.0 0.0 0.081
H -3.85788 1.65761 -1.08033 0.0 0.2 -0.1 0.043
H -4.08794 3.09926 -1.98834 0.0 0.0 0.0 0.091
H -4.38080 3.81924 0.18078 0.0 0.0 0.1 0.088
H -2.90528 4.54142 -0.41967 -0.1 0.0 0.0 0.024
H -0.75599 2.82362 0.02190 0.3 0.0 0.1 -0.036
H -0.27344 2.37403 1.65312 -0.2 0.2 0.2 0.068
H 1.04625 4.27419 1.03492 0.0 0.0 0.0 0.087
H -0.21892 5.02332 2.00776 0.0 0.0 0.0 0.081
```
Forces are in eV/Å.

Record 3
C29H31F10N3PdSb2 | ωB97M-V/def2-TZVPD

The LUMO energy is -0.32 eV. Its HOMO energy is -0.26281 Eh. The value obtained for the frontier orbital gap is 6.830 eV. The value obtained for the energy above the lowest of the compared OMol25 structures with the same formula, charge and spin is 0.00 kJ/mol.

The geometry in XYZ format:
```
76
Properties=species:S:1:pos:R:3:forces:R:3:lowdin_charge:R:1
Pd -0.17076 0.04242 -0.19062 0.4 0.6 -0.3 0.534
C 0.57405 -1.47487 2.35180 0.0 0.0 0.0 -0.076
N 1.19774 -0.97708 1.12024 -0.1 -0.1 0.1 -0.314
C 2.10885 0.13960 1.39089 0.0 0.0 -0.1 -0.197
C 1.34421 1.32845 1.94436 -0.1 0.0 0.1 -0.231
N 0.01824 1.46679 1.31598 0.3 0.2 0.0 -0.121
C -0.77430 2.46250 1.80552 -0.1 -0.1 0.0 -0.199
C -0.39630 3.48934 2.70883 0.0 0.0 0.0 -0.133
F 0.88095 3.65339 3.12219 0.1 -0.1 0.0 0.064
C -1.27508 4.43013 3.22231 0.0 0.0 0.0 -0.154
F -0.81099 5.33875 4.08395 0.0 0.0 0.0 0.119
C -2.60310 4.45981 2.85654 0.0 0.0 0.0 -0.156
F -3.44736 5.37071 3.35237 0.0 0.0 0.0 0.113
C -3.01849 3.51170 1.94377 0.0 0.0 0.0 -0.161
F -4.28384 3.50194 1.51481 0.0 0.0 0.0 0.118
C -2.13933 2.56920 1.45867 0.0 0.1 0.0 -0.198
F -2.65375 1.73982 0.52665 -0.1 -0.1 -0.1 -0.050
C 1.79743 -2.07197 0.33741 0.0 0.1 0.0 -0.175
C 0.72072 -2.64004 -0.56221 0.0 0.0 0.0 -0.253
N 0.26412 -1.55531 -1.43178 0.0 -0.3 0.1 -0.139
C -0.34668 -1.96319 -2.59693 0.0 0.2 -0.1 -0.219
C -0.18768 -1.19737 -3.76273 0.0 -0.1 0.0 -0.190
F 0.59758 -0.11435 -3.70681 0.1 0.1 0.0 0.043
C -0.76229 -1.49744 -4.97894 0.0 0.0 0.0 -0.158
F -0.56422 -0.69292 -6.02556 0.0 0.0 0.0 0.123
C -1.51683 -2.64865 -5.11953 0.0 0.0 0.1 -0.148
F -2.07969 -2.95952 -6.28644 0.0 0.0 -0.1 0.126
C -1.66876 -3.46544 -4.01724 0.0 0.0 0.0 -0.147
F -2.39835 -4.57777 -4.11418 0.0 0.0 0.0 0.125
C -1.10513 -3.12558 -2.79774 0.0 0.0 -0.1 -0.157
F -1.36372 -3.96140 -1.77569 0.1 0.0 0.0 0.067
H 1.34335 -1.73512 3.08839 0.0 0.0 0.0 0.101
H -0.00994 -2.36514 2.12439 0.0 0.0 0.0 0.075
H -0.08944 -0.71661 2.76207 0.0 0.0 0.0 0.078
H 2.57156 0.40021 0.43954 0.0 0.0 0.0 0.114
H 2.90276 -0.15845 2.08923 0.0 0.0 0.0 0.131
H 1.98324 2.19917 1.79963 0.0 0.1 0.0 0.114
H 1.22381 1.21098 3.02834 0.0 0.0 0.0 0.118
H 2.22529 -2.82628 1.00602 0.0 0.0 0.0 0.129
H 2.59398 -1.65326 -0.27787 0.0 0.0 0.0 0.123
H -0.07382 -3.07105 0.06429 0.0 0.0 0.0 0.080
H 1.12978 -3.46248 -1.15708 0.0 0.0 0.0 0.130
C -4.18433 -0.61924 1.68447 0.0 0.0 0.0 -0.306
Sb -2.63259 -1.19607 0.31598 -0.6 -0.4 0.2 1.404
C -3.07734 -3.27659 0.66046 0.0 -0.1 0.0 -0.314
C -3.74573 -0.97938 -1.54601 0.0 0.1 -0.1 -0.283
C -4.37650 0.37376 -1.70930 0.0 0.0 0.0 -0.277
C -5.61046 0.59408 -1.09142 0.0 0.0 0.0 -0.066
C -6.26352 1.81082 -1.15757 0.0 0.0 0.0 -0.079
C -5.69235 2.85083 -1.87644 0.0 0.0 0.0 -0.082
C -4.48365 2.64364 -2.51510 0.0 0.0 0.0 -0.071
C -3.80339 1.42500 -2.44463 0.0 0.0 0.0 -0.279
C -2.49223 1.31974 -3.17194 0.0 0.0 -0.1 -0.276
Sb -0.81493 1.89153 -1.94288 0.0 -0.1 0.1 1.451
C -1.52783 3.80400 -1.32373 0.0 0.0 0.0 -0.268
C 0.49840 2.75192 -3.39487 0.0 -0.1 0.0 -0.289
H -4.48908 0.41395 1.54298 0.0 0.0 0.0 -0.009
H -3.79323 -0.74007 2.69603 0.0 0.0 0.0 0.006
H -5.04830 -1.27407 1.56727 0.0 0.0 0.0 0.008
H -4.13926 -3.44923 0.48075 0.0 0.0 0.0 0.007
H -2.86410 -3.49306 1.70861 0.0 0.0 0.0 0.003
H -2.49303 -3.94527 0.03483 -0.1 0.1 0.1 -0.021
H -4.51498 -1.75302 -1.54075 0.0 0.0 0.0 0.070
H -3.04792 -1.21245 -2.35131 0.0 0.0 0.0 0.032
H -6.06521 -0.22299 -0.54292 0.0 0.0 0.0 0.108
H -7.21487 1.94359 -0.65880 0.0 0.0 0.0 0.104
H -6.18825 3.81003 -1.94947 0.0 0.0 0.0 0.104
H -4.04663 3.44742 -3.09786 0.0 0.0 0.0 0.111
H -2.48308 2.00474 -4.02150 0.0 0.0 0.0 0.074
H -2.29998 0.31787 -3.55422 0.0 0.0 0.0 0.038
H -1.56140 4.42506 -2.21877 0.0 0.0 0.0 0.014
H -0.85039 4.25529 -0.60039 0.0 0.0 0.0 0.021
H -2.52641 3.73578 -0.90194 0.0 0.0 0.0 0.000
H 0.04549 3.67997 -3.74136 0.0 0.0 0.0 0.006
H 0.65316 2.08410 -4.23605 0.0 0.0 0.0 -0.003
H 1.45969 2.97601 -2.93457 0.0 0.0 0.0 0.011
```
Forces are in eV/Å.

Record 4
C29H31F2N3O4 | ωB97M-V/def2-TZVPD

The LUMO energy is -0.80 eV. Its HOMO energy is -0.32751 Eh. The value obtained for the frontier orbital gap is 8.107 eV.

The geometry in XYZ format:
```
69
Properties=species:S:1:pos:R:3:forces:R:3:lowdin_charge:R:1
C 2.26072 0.88349 3.73652 0.3 0.0 0.1 -0.078
C 3.22331 1.82712 2.98549 -0.3 -0.2 0.1 -0.234
N 2.57307 3.07066 2.48357 -0.4 -0.7 -0.5 0.002
C 2.18311 2.92881 1.11476 -0.1 0.2 0.2 -0.249
C 3.14385 3.07958 0.11703 -0.2 -0.1 -0.2 0.043
C 2.83804 2.92771 -1.23506 -0.6 -0.1 0.0 -0.136
C 3.90876 3.08229 -2.27386 0.6 0.3 0.7 -0.123
C 4.15642 4.52941 -2.78531 -0.5 -0.1 -0.8 -0.379
C 2.94079 5.47839 -2.71684 0.7 0.2 -0.2 -0.053
C 4.62140 4.40600 -4.24295 -0.1 -0.5 0.4 -0.088
C 1.50701 2.59881 -1.56607 0.4 0.1 0.3 -0.050
C 0.54393 2.45620 -0.56494 0.2 0.0 0.3 -0.075
C 0.85853 2.62527 0.77341 0.6 0.3 -0.3 0.062
C -0.84998 2.08140 -0.94552 0.5 -0.1 -0.5 -0.293
O -1.80362 2.50483 -0.35602 -0.6 0.1 0.6 0.146
C -0.94710 1.15577 -2.11150 -0.2 -0.1 -0.4 -0.041
C -1.98982 0.07896 -2.23796 0.0 -0.6 0.7 -0.192
N -2.98322 0.04972 -1.15309 0.1 -0.1 -0.2 0.019
C -0.02611 1.31093 -3.06279 -0.2 -0.5 0.4 -0.192
O -0.05094 0.54411 -4.20051 -0.1 0.8 -0.2 -0.023
N 1.19379 -0.20261 -4.41060 -0.1 -0.6 -0.4 0.057
O 1.53296 -0.76914 -3.46568 0.2 0.3 0.2 0.116
C 1.05186 2.34452 -2.95270 -0.2 0.0 0.3 -0.276
O 1.46074 2.90121 -3.93852 0.5 0.0 -0.4 0.146
H 2.54784 0.80270 4.78123 -0.1 0.0 0.2 0.065
H 2.28636 -0.12201 3.32680 0.0 -0.1 -0.1 0.067
H 1.22864 1.22404 3.69029 -0.1 0.1 0.0 0.064
H 4.05849 2.07359 3.63390 0.1 0.2 0.0 0.100
H 3.60377 1.27798 2.13087 0.3 0.1 -0.2 0.102
H 1.70416 3.16275 2.99661 0.1 0.3 0.2 0.094
H 4.15582 3.32832 0.40694 0.1 0.0 0.0 0.131
H 4.84207 2.76613 -1.80351 0.1 -0.1 0.0 0.118
H 3.76875 2.40234 -3.10689 -0.3 0.0 -0.2 0.109
H 4.97554 4.97775 -2.22689 0.0 -0.1 0.3 0.123
H 1.99085 4.97054 -2.63481 -0.1 -0.1 0.2 0.059
H 3.08345 6.20867 -1.92396 -0.3 -0.1 0.2 0.076
H 2.90053 6.04397 -3.64582 -0.1 0.1 -0.1 0.074
H 5.44869 3.69813 -4.30042 0.2 0.1 -0.1 0.077
H 4.90914 5.36466 -4.66237 0.1 0.1 -0.1 0.076
H 3.80596 3.96677 -4.81325 -0.1 0.1 -0.2 0.074
H 0.11202 2.50150 1.54367 -0.2 0.0 0.0 0.124
H -1.42159 -0.85944 -2.22625 0.2 0.0 -0.2 0.121
H -2.48266 0.09556 -3.20528 -0.1 0.3 -0.1 0.122
H -2.51398 0.19206 -0.26713 -0.1 0.2 0.1 0.061
H -3.34232 -0.89743 -1.10143 -0.2 0.0 -0.1 0.056
F -3.20999 -4.18739 0.46719 -0.1 0.1 -0.1 0.039
C -4.52848 -3.91213 0.34013 -0.2 0.1 0.0 -0.283
C -5.30853 -3.84376 1.47604 0.1 0.0 0.2 -0.009
C -6.65837 -3.55469 1.33679 0.0 0.0 -0.1 -0.076
C -7.20499 -3.34639 0.07715 0.0 0.0 0.0 -0.093
C -6.39934 -3.42285 -1.05031 0.0 0.0 0.1 -0.081
C -5.04730 -3.70577 -0.92121 0.1 0.0 -0.2 -0.027
H -4.86315 -4.01537 2.44728 0.0 0.0 0.0 0.107
H -7.28466 -3.49105 2.21617 0.0 0.0 0.0 0.106
H -8.25835 -3.12295 -0.02457 0.0 0.0 0.0 0.102
H -6.82229 -3.26221 -2.03260 0.0 0.0 0.0 0.106
H -4.39860 -3.76379 -1.78580 0.0 0.0 0.0 0.116
F -3.22212 -5.06568 4.18946 0.0 0.0 0.0 0.048
C -1.89794 -5.09391 3.92127 0.2 0.0 0.0 -0.280
C -1.00546 -4.82338 4.93854 -0.1 0.0 0.2 -0.019
C 0.35318 -4.85637 4.65906 0.0 0.0 -0.1 -0.087
C 0.79575 -5.14791 3.37575 0.0 0.0 0.0 -0.099
C -0.12292 -5.41246 2.36859 0.0 0.0 0.1 -0.077
C -1.48325 -5.39127 2.63959 0.0 -0.1 0.0 -0.019
H -1.37273 -4.59180 5.92945 0.0 0.0 0.0 0.117
H 1.06709 -4.65365 5.44602 0.0 0.0 0.0 0.103
H 1.85602 -5.16907 3.16154 0.0 0.0 0.0 0.099
H 0.21914 -5.63557 1.36693 0.0 0.0 0.0 0.106
H -2.21174 -5.60257 1.87436 0.0 0.0 0.0 0.100
```
Forces are in eV/Å.